Record 1
Computed, not measured: the molecule C3H7INO2P, with ωB97M-V with the def2-TZVPD basis set.

The geometry in ORCA input format:
```
! RIJCOSX wB97M-V def2-TZVPD def2/J DEFGRID3
* xyz 0 1
C 0.3027 0.1774 -0.3608
C 1.7895 1.2949 1.1186
C -1.8214 -0.4291 -1.1879
N -0.6129 0.3419 -1.3788
O 0.4987 -0.8798 0.3162
O 0.8234 1.3554 0.0756
P 0.2468 -2.5814 0.2307
I -3.4829 0.2356 0.1699
H 2.2481 0.3035 1.2176
H 1.5388 1.7405 2.1451
H 2.5302 1.9611 0.5647
H -1.6106 -1.4158 -0.6853
H -0.5131 1.2996 -1.6773
H 0.4645 -2.7422 1.6131
H -2.4018 -0.6616 -2.1612
*
```

Values from the calculation:
DFT total energy in eV: -26195.685
Relative energy (zero: lowest compared OMol25 entry of this formula, charge and spin) in kcal per mole: 42.0
Orbital gap in Eh: 0.23195
Lowest unoccupied orbital energy in eV: -0.183


Record 2
Computed, not measured: a cluster of 2 separate species, C3H7INP in total, with ωB97M-V with the def2-TZVPD basis set.

The geometry in ORCA input format:
```
! RIJCOSX wB97M-V def2-TZVPD def2/J DEFGRID3
* xyz 0 1
C 0.0320 1.5799 -0.4449
C -0.5388 -0.7795 -0.2800
C -0.4499 0.4949 0.2668
N 2.2689 -0.2153 0.4670
P 1.3163 -1.3629 -0.0405
I -3.7620 -0.3660 0.2082
H 0.3883 1.4541 -1.4443
H 0.1778 2.4534 0.0736
H -1.2481 -1.5292 0.2417
H -0.7331 -0.7280 -1.4028
H -0.8790 0.8109 1.2458
H 1.9213 0.6613 0.1720
H 1.5064 -2.4735 0.9375
*
```

Values from the calculation:
DFT total energy in eV: -22099.949
Relative energy (zero: lowest compared OMol25 entry of this formula, charge and spin) in kcal per mole: 81.7
Orbital gap (alpha / beta) in Eh: 0.31820 / 0.16778
Lowest unoccupied orbital energy (alpha / beta) in eV: -0.797 / -3.274


Record 3
Computed, not measured: a cluster of 2 separate species, C3H7INS in total, with ωB97M-V with the def2-TZVPD basis set.

The geometry in ORCA input format:
```
! RIJCOSX wB97M-V def2-TZVPD def2/J DEFGRID3
* xyz 1 1
C -0.9603 -1.1664 0.3080
C -1.8289 0.7182 0.5697
C -1.1486 0.0370 -0.5281
N -1.4695 -0.3341 1.4544
S 3.9339 0.6309 -0.8705
I 0.2253 0.7706 -1.8658
H -1.6311 -2.0106 -0.0270
H -0.0374 -1.6589 0.3188
H -1.3061 1.6290 0.5662
H -2.9863 0.8926 0.5900
H 4.8564 -0.3133 -1.1317
H -2.2808 -0.7334 1.9657
H 4.6332 1.5383 -1.3497
*
```

Values from the calculation:
DFT total energy in eV: -23639.480
Relative energy (zero: lowest compared OMol25 entry of this formula, charge and spin) in kcal per mole: 65.5
Orbital gap in Eh: 0.21934
Lowest unoccupied orbital energy in eV: -6.770


Record 4
Computed, not measured: a structure of composition C3H7IOS, with ωB97M-V with the def2-TZVPD basis set.

The geometry in ORCA input format:
```
! RIJCOSX wB97M-V def2-TZVPD def2/J DEFGRID3
* xyz 0 1
C 0.3149 -1.2500 1.3233
C 0.0298 2.1067 -1.4601
C 0.8313 -0.7594 0.0318
O 0.4966 2.5847 -0.2715
S 0.6414 -1.8282 -1.3095
I 2.8276 0.2170 -0.0333
H 1.1551 -1.7382 1.8918
H -0.0430 -0.4110 1.9812
H -0.4010 -2.0369 1.1473
H 0.7008 2.2995 -2.2577
H -0.9579 1.7932 -1.6867
H 1.4549 2.4869 -0.2930
H -0.2344 -2.8258 -0.7533
*
```

Values from the calculation:
DFT total energy in eV: -24203.551
Relative energy (zero: lowest compared OMol25 entry of this formula, charge and spin) in kcal per mole: 78.7
Orbital gap (alpha / beta) in Eh: 0.24358 / 0.27984
Lowest unoccupied orbital energy (alpha / beta) in eV: -0.507 / -0.062


Record 5
Computed, not measured: a structure of composition C3H7IOS, with ωB97M-V with the def2-TZVPD basis set.

The geometry in ORCA input format:
```
! RIJCOSX wB97M-V def2-TZVPD def2/J DEFGRID3
* xyz 0 1
C 0.5929 0.7708 1.1850
C 0.0041 -0.5357 0.5724
C 0.1321 -0.3872 -0.9554
O -1.2510 -0.8384 0.9169
S -0.9611 0.8964 -1.5521
I -0.1139 -2.4030 -1.5845
H 1.1098 1.3000 0.4189
H 1.1818 0.4609 2.0348
H -0.3641 1.2797 1.4224
H 0.6621 -1.3590 0.9343
H 1.5370 0.1248 -1.2392
H -1.8790 -0.1553 0.6611
H -0.6507 0.8459 -2.8147
*
```

Values from the calculation:
DFT total energy in eV: -24205.441
Relative energy (zero: lowest compared OMol25 entry of this formula, charge and spin) in kcal per mole: 35.1
Orbital gap in Eh: 0.34678
Lowest unoccupied orbital energy in eV: 0.150


Record 6
Computed, not measured: a structure of composition C3H7IrO2, with ωB97M-V with the def2-TZVPD basis set.

The geometry in ORCA input format:
```
! RIJCOSX wB97M-V def2-TZVPD def2/J DEFGRID3
* xyz 1 6
C -0.4993 -1.8728 0.0024
C -1.6993 -0.9644 0.0672
O -1.1962 0.3822 0.4145
C -1.8627 1.5176 -0.0084
Ir 0.7330 -0.2050 0.1748
H -0.4845 -2.5945 0.8310
H -0.4570 -2.4270 -0.9457
H -2.3856 -1.1719 0.9025
H -2.2887 -0.9018 -0.8603
H 0.0035 2.0903 -0.6588
H -2.8268 1.3364 -0.4940
O 1.0680 1.4291 -0.5969
H -1.8596 2.2961 0.7581
*
```

Values from the calculation:
DFT total energy in eV: -10142.101
Relative energy (zero: lowest compared OMol25 entry of this formula, charge and spin) in kcal per mole: 4.9
Orbital gap (alpha / beta) in Eh: 0.35874 / 0.29633
Expectation value of S²: 8.764
Lowest unoccupied orbital energy (alpha / beta) in eV: -3.836 / -7.538


Record 7
Computed, not measured: a structure of composition C3H7N, with ωB97M-V with the def2-TZVPD basis set.

The geometry in ORCA input format:
```
! RIJCOSX wB97M-V def2-TZVPD def2/J DEFGRID3
* xyz 0 1
C -1.3031 0.0009 -0.4593
C -0.3435 -0.1265 0.6825
C 1.0696 -0.2904 0.3584
N 1.6030 -0.1856 -0.8078
H -2.1564 0.6300 -0.2586
H -1.6372 -1.0019 -0.7410
H -0.7274 0.3949 -1.2937
H 0.3076 0.8662 0.6004
H 1.6675 -0.6707 1.2160
H 2.1219 0.6528 -1.0154
H -0.6022 -0.2697 1.7184
*
```

Values from the calculation:
DFT total energy in eV: -4711.151
Relative energy (zero: lowest compared OMol25 entry of this formula, charge and spin) in kcal per mole: 69.3
Orbital gap in Eh: 0.32422
Lowest unoccupied orbital energy in eV: 0.946


Record 8
Computed, not measured: the molecule C3H7N, with ωB97M-V with the def2-TZVPD basis set.

The geometry in ORCA input format:
```
! RIJCOSX wB97M-V def2-TZVPD def2/J DEFGRID3
* xyz 0 1
C 0.0937 -0.7720 0.1212
C 0.3384 0.7084 -0.3017
C -0.0870 1.2295 -1.4690
H -1.0814 -0.4362 1.7231
H -0.4513 -1.9253 1.5924
H 1.0143 -1.4197 -0.1201
H -0.6770 -1.1632 -0.6157
H 0.9241 1.2966 0.3856
H -0.7998 0.7078 -2.0502
H 0.0405 2.2921 -1.7102
N -0.1486 -0.9068 1.5274
*
```

Values from the calculation:
DFT total energy in eV: -4713.324
Relative energy (zero: lowest compared OMol25 entry of this formula, charge and spin) in kcal per mole: 19.2
Orbital gap in Eh: 0.39321
Lowest unoccupied orbital energy in eV: 1.126


Record 9
Computed, not measured: a structure of composition C3H7N, with ωB97M-V with the def2-TZVPD basis set.

The geometry in ORCA input format:
```
! RIJCOSX wB97M-V def2-TZVPD def2/J DEFGRID3
* xyz 0 1
C -1.0442 -0.7301 0.1279
C -0.5774 0.5039 -0.4512
C 0.9173 0.6047 -0.1631
N 1.1389 -0.0794 1.0490
H -0.3631 -1.5393 0.2714
H -2.1017 -0.9473 0.2547
H -0.9127 0.4857 0.7405
H 1.1848 1.6667 -0.2418
H 1.3172 0.1451 -1.0749
H 1.4790 -1.0123 0.8418
H -1.0381 0.9025 -1.3544
*
```

Values from the calculation:
DFT total energy in eV: -4708.349
Relative energy (zero: lowest compared OMol25 entry of this formula, charge and spin) in kcal per mole: 133.9
Orbital gap in Eh: 0.24223
Lowest unoccupied orbital energy in eV: -0.540


Record 10
Computed, not measured: the molecule C3H7N, with ωB97M-V with the def2-TZVPD basis set.

The geometry in ORCA input format:
```
! RIJCOSX wB97M-V def2-TZVPD def2/J DEFGRID3
* xyz 0 1
C 1.1386 0.0966 0.3992
C 0.1608 -0.9426 -0.1348
C -1.5112 0.7447 -0.3909
N -1.1749 -0.4604 -0.5426
H 1.2967 0.9104 -0.2999
H 2.0164 -0.3998 0.8232
H 0.7959 0.4741 1.3750
H 0.5134 -1.2937 -1.1043
H 0.0509 -1.7412 0.5962
H -1.1626 1.3814 0.4320
H -2.1239 1.2305 -1.1531
*
```

Values from the calculation:
DFT total energy in eV: -4712.989
Relative energy (zero: lowest compared OMol25 entry of this formula, charge and spin) in kcal per mole: 26.9
Orbital gap in Eh: 0.37054
Lowest unoccupied orbital energy in eV: 1.118